C2H2I2S2 | ωB97M-V/def2-TZVPD

```
! wB97M-V def2-TZVPD RIJCOSX def2/J DEFGRID3
* xyz 0 1
I -2.37 0.42 0.76
I -0.20 -2.52 0.47
S -0.63 1.13 -1.97
S 1.13 0.33 1.47
C -0.66 0.31 -0.54
C 0.44 -0.53 -0.06
H 1.10 1.49 0.71
H 1.19 -0.63 -0.84
*
```

Values from the calculation:
Energy above the lowest of the compared OMol25 structures with the same formula, charge and spin (eV): 0.000
Kohn-Sham gap (eV): 7.75
E_tot (a.u.): -1469.12732
LUMO level (eV): -1.4
HOMO level (eV): -9.138